No. 1
DFT (ωB97M-V with the def2-TZVPD basis set) results for a 7-piece molecular cluster, C42H126N21O7P7 overall at a distorted geometry.

Computed properties:
F_max   0.0761 Eh/bohr
Kohn-Sham gap   8.498 eV
Electronic energy   -5741.9943 a.u.
Energy relative to the best compared isomer or geometry (same formula, charge and spin)   661.6 kJ/mol
SMILES   CN(C)P(=O)(N(C)C)N(C)C.CN(C)P(=O)(N(C)C)N(C)C.CN(C)P(=O)(N(C)C)N(C)C.CN(C)P(=O)(N(C)C)N(C)C.CN(C)P(=O)(N(C)C)N(C)C.CN(C)P(=O)(N(C)C)N(C)C.CN(C)P(=O)(N(C)C)N(C)C

Geometry (Å):
C1 5.19766 -2.48514 -0.42802
N1 5.83377 -1.55132 0.58202
C2 5.88708 -2.03975 1.96124
P1 6.63674 -0.09460 0.07813
O1 6.38334 0.43063 -1.28352
N2 6.13451 1.10177 1.26492
C3 6.83911 2.39070 1.35933
C4 4.80579 1.23176 1.77734
N3 8.26025 -0.50028 0.41836
C5 8.76580 -0.66964 1.81511
C6 9.04672 -1.12628 -0.55747
H1 4.82644 -3.41182 0.00966
H2 5.90777 -2.67707 -1.23238
H3 4.29761 -1.99020 -0.79276
H4 4.94483 -2.51768 2.22929
H5 6.21467 -1.27429 2.66470
H6 6.70993 -2.75348 2.00135
H7 6.88704 2.67543 2.41039
H8 7.84519 2.36021 0.94102
H9 6.26533 3.10857 0.77321
H10 4.68359 0.61779 2.66965
H11 4.51992 2.24461 2.06107
H12 4.21965 0.80171 0.96518
H13 9.82745 -0.43997 1.90598
H14 8.24634 0.08409 2.40683
H15 8.65342 -1.66244 2.25081
H16 9.88163 -1.68055 -0.12873
H17 9.45420 -0.36597 -1.22379
H18 8.44365 -1.74347 -1.22341
C7 -1.30541 0.29230 -6.15176
N4 -2.72677 0.04394 -6.46226
C8 -3.30291 0.74232 -7.64125
P2 -3.68682 -0.66368 -5.16762
O2 -4.12377 0.29056 -4.07851
N5 -4.97523 -1.49863 -5.94564
C9 -6.36162 -1.31853 -5.57649
C10 -4.80839 -2.47166 -7.01510
N6 -2.75867 -2.00974 -4.55463
C11 -2.01548 -2.95253 -5.37501
C12 -2.55635 -2.24429 -3.17254
H19 -1.06211 -0.10913 -5.16801
H20 -1.14315 1.36248 -6.02340
H21 -0.64461 -0.14892 -6.89793
H22 -4.07368 1.39274 -7.22776
H23 -3.86146 0.15906 -8.37332
H24 -2.53119 1.27044 -8.20129
H25 -6.96311 -0.97481 -6.41802
H26 -6.79035 -2.22093 -5.14064
H27 -6.47168 -0.50233 -4.86249
H28 -4.29200 -1.87554 -7.76748
H29 -4.30848 -3.40181 -6.74487
H30 -5.74671 -2.75821 -7.49002
H31 -2.29036 -2.95453 -6.42978
H32 -0.93901 -2.78603 -5.33497
H33 -2.00097 -3.90215 -4.84012
H34 -2.42732 -3.26129 -2.80219
H35 -3.42373 -1.83098 -2.65784
H36 -1.62574 -1.75963 -2.87727
C13 1.55243 -1.23292 4.73496
N7 1.32499 -2.11764 3.60088
C14 2.06532 -1.68009 2.40215
P3 1.31943 -3.81561 3.96045
O3 2.72691 -4.37754 4.02853
N8 0.28862 -4.04118 5.33437
C15 0.61712 -5.09056 6.36133
C16 -1.20324 -3.70818 5.24538
N9 0.43397 -4.46621 2.57529
C17 -0.78484 -3.98930 1.89944
C18 0.67246 -5.91920 2.23512
H37 2.62463 -1.12991 4.90194
H38 1.15306 -1.60930 5.67674
H39 1.10442 -0.25586 4.55403
H40 1.66547 -2.21766 1.54236
H41 3.12314 -1.78601 2.64277
H42 1.75638 -0.63845 2.31471
H43 0.76921 -6.09257 5.96016
H44 1.53056 -4.73725 6.83977
H45 -0.11299 -5.14389 7.16891
H46 -1.70899 -4.56918 4.80835
H47 -1.64932 -3.32260 6.16213
H48 -1.28063 -2.82440 4.61209
H49 -1.67624 -4.20491 2.48853
H50 -0.67901 -2.90782 1.81398
H51 -0.87220 -4.37791 0.88482
H52 0.54138 -6.10028 1.16828
H53 0.06299 -6.59722 2.83256
H54 1.65857 -6.30470 2.49409
C19 1.08398 -1.28953 -1.24829
N10 0.42624 0.01347 -1.54512
C20 1.34568 0.89308 -2.29997
P4 -0.60671 0.66073 -0.29826
O4 -1.09649 -0.28458 0.73419
N11 0.27621 2.03575 0.30507
C21 1.45520 1.75595 1.14607
C22 -0.47379 3.26966 0.53196
N12 -1.87120 1.35468 -1.19197
C23 -3.21669 0.95933 -0.97688
C24 -1.67153 2.20218 -2.37497
H55 1.56054 -1.79629 -2.08744
H56 0.30484 -2.03283 -1.07931
H57 1.84012 -1.22735 -0.46567
H58 2.17906 1.14640 -1.64468
H59 0.84694 1.79374 -2.65798
H60 1.61829 0.32550 -3.18972
H61 2.01697 0.90844 0.75335
H62 2.14931 2.59383 1.08070
H63 1.15996 1.57267 2.17919
H64 -0.56565 3.84753 -0.38768
H65 -1.50870 3.20429 0.86780
H66 0.12883 3.89899 1.18686
H67 -3.44885 1.04920 0.08431
H68 -4.00902 1.45648 -1.53648
H69 -3.34851 -0.11370 -1.11593
H70 -0.80232 2.83002 -2.17904
H71 -2.51817 2.80731 -2.69920
H72 -1.43521 1.44155 -3.11908
C25 2.16533 -7.66040 -4.03260
N13 2.20413 -6.34786 -4.69268
C26 2.04256 -6.39875 -6.13567
P5 1.90321 -4.91287 -3.80582
O5 0.42671 -4.58429 -3.68668
N14 2.75041 -5.05595 -2.26440
C27 4.12046 -5.51879 -2.30449
C28 1.92963 -5.40456 -1.09828
N15 2.77390 -3.54972 -4.58300
C29 2.10041 -2.26147 -4.90458
C30 4.06994 -3.71453 -5.13130
H73 1.58690 -8.36077 -4.63509
H74 1.55230 -7.53645 -3.13989
H75 3.17544 -8.00934 -3.81807
H76 1.57227 -7.35262 -6.37453
H77 3.00595 -6.19197 -6.60175
H78 1.18388 -5.79208 -6.42329
H79 4.19718 -6.26180 -3.09832
H80 4.84930 -4.71682 -2.42167
H81 4.34625 -6.07863 -1.39692
H82 1.00984 -4.81968 -1.09711
H83 1.70839 -6.47186 -1.10440
H84 2.48458 -5.26201 -0.17102
H85 2.05812 -2.10356 -5.98225
H86 1.11042 -2.20332 -4.45220
H87 2.55345 -1.39211 -4.42807
H88 4.22188 -3.27078 -6.11523
H89 4.39980 -4.75342 -5.12730
H90 4.68219 -3.19748 -4.39244
C31 -1.62612 1.13889 4.10714
N16 -2.21208 2.44339 4.49624
C32 -3.29427 2.86721 3.59170
P6 -2.19849 3.03048 6.13461
O6 -3.50784 3.15063 6.81887
N17 -1.19586 1.92095 6.92347
C33 0.30221 2.08820 7.04611
C34 -1.72510 0.73507 7.51600
N18 -1.41441 4.54456 5.96928
C35 -1.58775 5.51857 6.99814
C36 -0.69622 5.15272 4.80832
H91 -2.10563 0.39278 4.74076
H92 -0.55189 1.22715 4.26941
H93 -1.88327 0.90135 3.07488
H94 -3.80550 1.97059 3.24125
H95 -2.81719 3.46817 2.81753
H96 -4.05299 3.38020 4.18271
H97 0.79194 1.28424 6.49664
H98 0.63202 3.00047 6.54904
H99 0.60033 2.10540 8.09440
H100 -2.02663 0.06285 6.71269
H101 -0.98041 0.08178 7.97070
H102 -2.63379 0.90090 8.09469
H103 -0.82547 6.27914 6.82913
H104 -2.58952 5.94814 6.99317
H105 -1.39249 5.14979 8.00510
H106 -1.27670 5.89815 4.26474
H107 -0.39020 4.43153 4.05047
H108 0.23503 5.53446 5.22680
C37 -5.10592 6.62693 -2.23953
N19 -3.97744 6.39973 -1.37597
C38 -2.72327 6.82935 -1.93954
P7 -4.01959 5.92176 0.27965
O7 -2.72323 5.43127 0.78663
N20 -4.65705 7.35286 0.98502
C39 -5.95587 7.85705 0.93073
C40 -3.73609 8.31882 1.59291
N21 -5.36188 4.85621 0.51082
C41 -5.93426 4.70099 1.88167
C42 -5.46595 3.65849 -0.39461
H109 -5.19014 7.70448 -2.09850
H110 -5.99785 6.11078 -1.88433
H111 -4.81932 6.49650 -3.28306
H112 -2.34065 7.64729 -1.32907
H113 -2.76294 6.99719 -3.01581
H114 -1.99304 6.02229 -1.88024
H115 -5.99282 8.93322 0.76161
H116 -6.52992 7.33357 0.16617
H117 -6.43613 7.71027 1.89815
H118 -3.13681 8.73452 0.78288
H119 -4.30610 9.04457 2.17298
H120 -3.06420 7.75610 2.24100
H121 -6.51665 3.77971 1.86886
H122 -5.26286 4.74524 2.73920
H123 -6.61079 5.54494 2.01637
H124 -5.35598 3.94148 -1.44147
H125 -6.48065 3.26311 -0.44103
H126 -4.74461 2.86744 -0.18963

These are the Löwdin partial charges, in e, on atoms 1 to 99: atom 1 (C): -0.076, atom 2 (N): -0.285, atom 3 (C): -0.123, atom 4 (P): 0.623, atom 5 (O): -0.292, atom 6 (N): -0.324, atom 7 (C): -0.119, atom 8 (C): -0.138, atom 9 (N): -0.314, atom 10 (C): -0.104, atom 11 (C): -0.151, atom 12 (H): 0.073, atom 13 (H): 0.063, atom 14 (H): 0.062, atom 15 (H): 0.061, atom 16 (H): 0.067, atom 17 (H): 0.071, atom 18 (H): 0.080, atom 19 (H): 0.076, atom 20 (H): 0.080, atom 21 (H): 0.071, atom 22 (H): 0.085, atom 23 (H): 0.066, atom 24 (H): 0.079, atom 25 (H): 0.064, atom 26 (H): 0.067, atom 27 (H): 0.087, atom 28 (H): 0.082, atom 29 (H): 0.072, atom 30 (C): -0.123, atom 31 (N): -0.295, atom 32 (C): -0.100, atom 33 (P): 0.682, atom 34 (O): -0.313, atom 35 (N): -0.310, atom 36 (C): -0.135, atom 37 (C): -0.118, atom 38 (N): -0.302, atom 39 (C): -0.126, atom 40 (C): -0.134, atom 41 (H): 0.056, atom 42 (H): 0.078, atom 43 (H): 0.079, atom 44 (H): 0.075, atom 45 (H): 0.057, atom 46 (H): 0.081, atom 47 (H): 0.076, atom 48 (H): 0.083, atom 49 (H): 0.068, atom 50 (H): 0.060, atom 51 (H): 0.069, atom 52 (H): 0.082, atom 53 (H): 0.066, atom 54 (H): 0.048, atom 55 (H): 0.074, atom 56 (H): 0.087, atom 57 (H): 0.070, atom 58 (H): 0.072, atom 59 (C): -0.131, atom 60 (N): -0.303, atom 61 (C): -0.086, atom 62 (P): 0.651, atom 63 (O): -0.329, atom 64 (N): -0.300, atom 65 (C): -0.106, atom 66 (C): -0.087, atom 67 (N): -0.281, atom 68 (C): -0.116, atom 69 (C): -0.118, atom 70 (H): 0.081, atom 71 (H): 0.071, atom 72 (H): 0.052, atom 73 (H): 0.067, atom 74 (H): 0.059, atom 75 (H): 0.056, atom 76 (H): 0.070, atom 77 (H): 0.070, atom 78 (H): 0.073, atom 79 (H): 0.072, atom 80 (H): 0.074, atom 81 (H): 0.060, atom 82 (H): 0.062, atom 83 (H): 0.057, atom 84 (H): 0.074, atom 85 (H): 0.051, atom 86 (H): 0.069, atom 87 (H): 0.065, atom 88 (C): -0.117, atom 89 (N): -0.270, atom 90 (C): -0.099, atom 91 (P): 0.626, atom 92 (O): -0.287, atom 93 (N): -0.281, atom 94 (C): -0.118, atom 95 (C): -0.122, atom 96 (N): -0.287, atom 97 (C): -0.152, atom 98 (C): -0.090, atom 99 (H): 0.059

***

No. 2
DFT (ωB97M-V with the def2-TZVPD basis set) results for C42H27F5N3PPb as an isolated structure.

Computed properties:
F_max   0.0048 Eh/bohr
Kohn-Sham gap (alpha / beta)   5.320 / 5.853 eV
Net charge   +2
Electronic energy   -2813.9645 a.u.
Energy relative to the best compared isomer or geometry (same formula, charge and spin)   43.7 kJ/mol

Geometry (Å):
Pb1 0.37122 -0.22299 1.05731
C1 -2.67317 2.71649 3.26396
C2 -2.07880 1.61476 2.63171
N1 -1.01483 1.71609 1.86291
C3 -0.44346 2.92606 1.67584
C4 -0.93931 4.07791 2.30666
C5 -2.09531 3.94557 3.10534
C6 -0.25288 5.31250 2.15682
C7 0.90677 5.37409 1.42816
C8 1.39503 4.24339 0.76796
C9 0.71690 3.01818 0.81441
N2 1.11382 1.88645 0.18980
C10 1.98952 1.87191 -0.86795
C11 2.15730 2.90507 -1.78121
C12 3.12603 2.83278 -2.79422
C13 3.94275 1.74041 -2.90029
C14 3.76234 0.63028 -2.03659
C15 4.56501 -0.53153 -2.10412
C16 4.31220 -1.57937 -1.26667
C17 3.22211 -1.48387 -0.38472
N3 2.47555 -0.40805 -0.28499
C18 2.74918 0.66708 -1.06415
H1 -3.55169 2.57512 3.87650
H2 -2.48014 0.61799 2.77798
H3 -2.50594 4.82002 3.59472
H4 -0.63771 6.19095 2.65876
H5 1.46345 6.29904 1.36889
H6 2.34450 4.30603 0.25697
H7 1.51528 3.77346 -1.72904
H8 3.22924 3.66016 -3.48268
H9 4.71911 1.70105 -3.65364
H10 5.37622 -0.57342 -2.82057
H11 4.91341 -2.47705 -1.27899
H12 2.95421 -2.32460 0.24632
F1 3.47399 1.13402 2.03897
C19 2.78664 0.69070 3.11044
C20 1.54202 0.11709 2.95103
C21 0.89522 -0.28560 4.10057
F2 -0.34298 -0.83381 3.98569
C22 1.43050 -0.14845 5.36625
F3 0.77069 -0.54207 6.44736
C23 2.69010 0.42354 5.48506
F4 3.23566 0.57029 6.67945
C24 3.37459 0.84813 4.35440
F5 4.57341 1.40294 4.48022
C25 -4.78235 -5.34007 -0.60836
C26 -4.27550 -4.99079 -1.85582
C27 -3.33894 -3.97877 -1.96503
C28 -2.92056 -3.30965 -0.81068
C29 -3.42709 -3.66081 0.44064
C30 -4.36074 -4.68141 0.53749
P1 -1.72611 -1.99426 -0.94625
C31 -0.31060 -2.54411 -1.87392
C32 0.29735 -3.71506 -1.40147
C33 1.40216 -4.23296 -2.05331
C34 1.91018 -3.58889 -3.17549
C35 1.30937 -2.42974 -3.64975
C36 0.20268 -1.90232 -3.00408
C37 -2.42138 -0.44229 -1.42925
C38 -1.62076 0.64906 -1.79547
C39 -2.20669 1.86954 -2.07046
C40 -3.58546 2.02472 -1.95823
C41 -4.37974 0.95844 -1.55940
C42 -3.80509 -0.27153 -1.28742
H13 -5.50989 -6.13714 -0.53181
H14 -4.60996 -5.51255 -2.74208
H15 -2.93800 -3.71491 -2.93615
H16 -3.09116 -3.14656 1.33305
H17 -4.75415 -4.96309 1.50449
H18 -0.10611 -4.23367 -0.53880
H19 1.85666 -5.14731 -1.69582
H20 2.76500 -4.00341 -3.69378
H21 1.68660 -1.94755 -4.54183
H22 -0.28412 -1.03110 -3.41976
H23 -0.54217 0.55655 -1.84451
H24 -1.58990 2.70474 -2.37564
H25 -4.03958 2.98124 -2.18030
H26 -5.45026 1.08147 -1.46807
H27 -4.43141 -1.10452 -0.99336

Let us look at the Löwdin charges, expressed in e, one per atom: atom 1 (Pb): 1.360, atom 2 (C): -0.007, atom 3 (C): -0.098, atom 4 (N): 0.003, atom 5 (C): -0.152, atom 6 (C): -0.130, atom 7 (C): 0.033, atom 8 (C): 0.023, atom 9 (C): -0.027, atom 10 (C): 0.028, atom 11 (C): -0.196, atom 12 (N): 0.043, atom 13 (C): -0.215, atom 14 (C): 0.007, atom 15 (C): -0.032, atom 16 (C): 0.013, atom 17 (C): -0.132, atom 18 (C): 0.029, atom 19 (C): -0.017, atom 20 (C): -0.104, atom 21 (N): -0.008, atom 22 (C): -0.165, atom 23 (H): 0.123, atom 24 (H): 0.121, atom 25 (H): 0.135, atom 26 (H): 0.132, atom 27 (H): 0.125, atom 28 (H): 0.123, atom 29 (H): 0.121, atom 30 (H): 0.123, atom 31 (H): 0.130, atom 32 (H): 0.134, atom 33 (H): 0.122, atom 34 (H): 0.125, atom 35 (F): 0.077, atom 36 (C): -0.239, atom 37 (C): -0.199, atom 38 (C): -0.268, atom 39 (F): 0.027, atom 40 (C): -0.143, atom 41 (F): 0.146, atom 42 (C): -0.124, atom 43 (F): 0.162, atom 44 (C): -0.140, atom 45 (F): 0.145, atom 46 (C): -0.037, atom 47 (C): -0.045, atom 48 (C): -0.065, atom 49 (C): -0.388, atom 50 (C): -0.083, atom 51 (C): -0.051, atom 52 (P): 1.126, atom 53 (C): -0.383, atom 54 (C): -0.088, atom 55 (C): -0.055, atom 56 (C): -0.050, atom 57 (C): -0.053, atom 58 (C): -0.070, atom 59 (C): -0.370, atom 60 (C): -0.127, atom 61 (C): -0.054, atom 62 (C): -0.036, atom 63 (C): -0.044, atom 64 (C): -0.059, atom 65 (H): 0.121, atom 66 (H): 0.120, atom 67 (H): 0.120, atom 68 (H): 0.108, atom 69 (H): 0.119, atom 70 (H): 0.117, atom 71 (H): 0.121, atom 72 (H): 0.121, atom 73 (H): 0.119, atom 74 (H): 0.105, atom 75 (H): 0.075, atom 76 (H): 0.115, atom 77 (H): 0.120, atom 78 (H): 0.121, atom 79 (H): 0.112